{"formula": "C24H60N4", "method": "ωB97M-V/def2-TZVPD", "total_energy_ev": -31816.5316, "de_lowest_kj_mol": 390.3, "spin_multiplicity": 1, "total_charge": 0, "smiles": "CCN(CC)CC.CCN(CC)CC.CCN(CC)CC.CCN(CC)CC", "max_force_ha_per_bohr": 0.05363, "symbols": ["C", "C", "N", "C", "C", "C", "C", "H", "H", "H", "H", "H", "H", "H", "H", "H", "H", "H", "H", "H", "H", "H", "C", "C", "N", "C", "C", "C", "C", "H", "H", "H", "H", "H", "H", "H", "H", "H", "H", "H", "H", "H", "H", "H", "C", "C", "N", "C", "C", "C", "C", "H", "H", "H", "H", "H", "H", "H", "H", "H", "H", "H", "H", "H", "H", "H", "C", "C", "N", "C", "C", "C", "C", "H", "H", "H", "H", "H", "H", "H", "H", "H", "H", "H", "H", "H", "H", "H"], "positions_angstrom": [[9.00075, -2.25039, 6.66046], [7.79254, -1.65143, 7.55570], [7.01049, -0.61733, 6.89491], [6.16085, -1.11199, 5.79573], [5.09962, -2.00672, 6.25822], [7.58962, 0.70358, 6.75659], [7.84590, 1.40485, 8.01490], [9.77834, -2.83853, 7.14786], [9.55105, -1.36827, 6.33317], [8.82242, -2.88338, 5.79119], [7.17717, -2.46252, 7.94498], [8.19821, -1.41283, 8.53885], [5.60715, -0.32077, 5.29025], [6.82874, -1.58962, 5.07888], [5.43721, -3.03736, 6.36739], [4.47309, -1.56001, 7.03024], [4.48595, -2.04934, 5.35838], [6.75921, 1.17208, 6.22838], [8.46950, 0.65727, 6.11489], [7.05946, 1.45090, 8.76821], [8.27125, 2.39890, 7.87686], [8.53008, 0.89692, 8.69460], [-0.69999, 0.00465, 1.05718], [-2.13670, 0.54903, 0.77830], [-3.13748, -0.47339, 0.48128], [-4.09969, -0.27447, -0.58248], [-4.74302, 1.14339, -0.67647], [-3.66281, -0.98852, 1.74499], [-3.91226, -2.50262, 1.81010], [-0.67592, -0.70254, 1.88628], [0.11808, 0.71228, 1.19176], [-0.29019, -0.42581, 0.14347], [-2.44811, 1.19402, 1.59995], [-2.06495, 1.27404, -0.03244], [-3.61826, -0.72492, -1.45047], [-4.99333, -0.89544, -0.51999], [-5.66783, 1.13560, -1.25332], [-5.11369, 1.53332, 0.27151], [-4.05475, 1.89844, -1.05631], [-4.60736, -0.45546, 1.85347], [-3.00255, -0.86783, 2.60383], [-3.01942, -3.09580, 1.61244], [-4.70014, -2.85468, 1.14421], [-4.39744, -2.74458, 2.75570], [3.85511, -4.27612, -0.12594], [3.21703, -5.61853, 0.31001], [2.30416, -6.12789, -0.74100], [1.04987, -5.34590, -0.76588], [0.42447, -5.51744, -2.13661], [1.95100, -7.55941, -0.58211], [3.10451, -8.54917, -0.82295], [4.26898, -4.37252, -1.12970], [4.67041, -3.98791, 0.53762], [3.09176, -3.49926, -0.08252], [4.02460, -6.34483, 0.40170], [2.71561, -5.49745, 1.27023], [0.35118, -5.78232, -0.05211], [1.17619, -4.29468, -0.50684], [0.92225, -4.71355, -2.67889], [0.70757, -6.45845, -2.60826], [-0.63812, -5.30104, -2.24696], [1.20045, -7.95060, -1.26896], [1.49479, -7.53863, 0.40760], [3.96658, -8.30711, -0.20139], [3.55311, -8.48255, -1.81412], [2.86946, -9.60878, -0.72263], [-4.80689, 8.60983, -7.99566], [-4.86413, 7.52779, -6.95222], [-6.25523, 7.13474, -6.78171], [-6.71855, 6.28999, -7.85522], [-8.14959, 6.81624, -8.22704], [-6.86945, 6.71834, -5.47894], [-6.34900, 7.63734, -4.38292], [-5.57058, 9.38755, -8.00151], [-4.96770, 8.19954, -8.99261], [-3.82179, 9.06870, -8.07999], [-4.30464, 6.66876, -7.32253], [-4.35267, 7.76931, -6.02046], [-6.72706, 5.22512, -7.62267], [-6.14893, 6.45278, -8.77017], [-8.31082, 7.87542, -8.02643], [-8.96170, 6.47473, -7.58520], [-8.50723, 6.76378, -9.25536], [-7.95306, 6.83604, -5.48545], [-6.72017, 5.65806, -5.27491], [-5.40059, 8.17397, -4.35779], [-7.04195, 8.46934, -4.50825], [-6.50027, 7.41404, -3.32682]], "forces_ev_per_angstrom": [[-0.03, 0.90, 0.57], [1.00, -1.64, -0.78], [-0.40, -0.72, 1.34], [1.90, 1.16, 0.74], [-1.14, -1.22, -1.17], [-1.44, -1.27, -1.36], [0.95, 0.51, 2.54], [-0.31, 0.04, 0.90], [0.05, 0.03, -0.38], [-0.90, 0.34, -0.12], [-0.60, -0.23, -0.80], [0.39, 1.15, -0.29], [0.73, 0.66, 0.12], [-0.24, -0.24, -0.56], [-0.18, 0.07, 0.85], [0.32, -0.40, 0.30], [-0.62, -0.38, 0.04], [0.47, 0.78, -0.30], [0.32, 0.43, -0.18], [-0.98, 0.33, -0.78], [-0.15, 0.05, -0.13], [0.86, -0.33, -0.54], [-0.22, -0.12, -0.81], [0.78, 0.67, -0.60], [1.34, -0.70, 1.57], [-0.59, 0.52, 0.10], [0.43, -0.02, -0.26], [-0.75, -1.01, -0.63], [-1.06, 0.03, -0.52], [0.00, -0.12, -0.16], [-0.60, 0.84, 0.70], [-0.52, -0.87, -0.07], [-0.17, -0.07, 0.48], [0.03, -0.24, -0.41], [-0.12, 1.01, -0.75], [0.27, -0.63, 0.90], [0.27, -0.13, -0.55], [0.39, -0.38, 0.48], [-0.12, 0.00, -0.21], [-0.29, -0.01, 0.95], [0.16, 0.96, -0.29], [0.02, 0.10, 0.25], [0.16, 0.18, -0.66], [0.61, -0.03, 0.47], [-0.43, -0.59, 0.31], [0.41, -0.07, -1.26], [-0.02, 0.62, -0.37], [-0.43, -1.55, 0.00], [0.69, 1.43, -0.79], [0.62, -0.04, 0.07], [0.98, 0.63, 0.38], [-0.19, 0.07, -0.02], [-0.07, -0.04, 0.15], [0.21, 0.18, -0.23], [-0.09, -0.02, 0.26], [-0.14, -0.12, 0.31], [-0.11, 0.04, 0.72], [0.25, -0.17, -0.10], [-0.05, -0.20, -0.79], [-0.25, 0.08, 0.13], [-0.07, -0.29, 0.41], [-0.39, 0.95, -0.14], [0.05, -1.17, 0.49], [-0.07, -0.32, 0.41], [-0.52, 0.41, -0.37], [-0.38, 0.17, 0.43], [0.53, 0.57, -1.34], [-0.35, -0.59, 0.40], [-0.76, -0.65, 1.07], [-2.00, 1.62, -0.99], [-0.96, 0.24, 0.33], [2.11, 0.20, -0.38], [-1.31, 1.86, 0.93], [0.01, 0.04, 0.95], [0.08, -0.42, -0.09], [0.08, 0.13, 0.25], [0.34, -0.23, -0.16], [-0.40, 0.36, -0.01], [0.02, -0.21, 0.11], [0.40, -0.15, 0.27], [1.07, 0.39, 0.05], [0.07, -0.91, -0.04], [0.37, -0.78, -0.16], [0.04, 0.15, -0.46], [0.42, -0.36, 0.02], [0.40, -0.83, -0.81], [0.05, 0.56, 0.21], [-0.22, -0.98, -0.15]], "lowdin_charge": [-0.07, -0.21, -0.20, -0.28, -0.11, -0.28, -0.11, 0.05, 0.05, 0.05, 0.09, 0.10, 0.11, 0.11, 0.08, 0.09, 0.07, 0.11, 0.11, 0.08, 0.08, 0.06, -0.08, -0.26, -0.20, -0.23, -0.08, -0.26, -0.09, 0.06, 0.06, 0.06, 0.10, 0.10, 0.11, 0.10, 0.06, 0.07, 0.06, 0.11, 0.11, 0.07, 0.06, 0.07, -0.08, -0.24, -0.19, -0.27, -0.09, -0.25, -0.09, 0.07, 0.07, 0.05, 0.09, 0.11, 0.10, 0.10, 0.07, 0.06, 0.07, 0.10, 0.11, 0.05, 0.07, 0.07, -0.10, -0.26, -0.21, -0.24, -0.09, -0.22, -0.10, 0.08, 0.06, 0.07, 0.11, 0.10, 0.11, 0.10, 0.07, 0.05, 0.06, 0.10, 0.10, 0.06, 0.07, 0.07]}